<i>
A 3-piece molecular cluster, C6H17NO2 overall, computed with the ωB97M-V functional and the def2-TZVPD basis.

Each line ends with the natural charge from an NBO analysis.
Positions of all 26 atoms, in Å:
O  2.147  0.413  1.588  -0.9847
O  -2.863  -0.630  2.597  -0.9422
N  0.954  2.574  -0.181  -0.8813
C  -0.292  1.905  -0.348  -0.1998
C  -0.874  -2.110  0.319  -0.6466
C  -0.375  0.656  -1.462  -0.4519
C  -0.214  -1.905  -1.003  -0.4232
C  1.751  -0.255  -1.057  -0.3854
C  0.416  -0.544  -1.102  -0.0121
H  2.357  0.671  2.527  0.4733
H  -2.410  -1.192  2.102  0.4681
H  0.103  1.119  -2.404  0.2107
H  -0.340  -1.358  0.924  0.2369
H  -2.920  -0.842  3.515  0.4746
H  -0.504  1.421  0.566  0.1882
H  1.135  3.558  -0.345  0.3878
H  1.600  2.129  -0.835  0.3521
H  2.307  -1.212  -0.822  0.2062
H  -1.072  -1.668  -1.821  0.1880
H  2.222  0.827  -0.929  0.1828
H  -2.018  -1.964  0.121  0.2137
H  0.288  -2.776  -1.306  0.2255
H  -0.630  -3.063  0.750  0.2189
H  -1.151  2.618  -0.727  0.1889
H  -1.433  0.429  -1.748  0.2155
H  1.816  1.199  1.081  0.4957

The total charge is 0. The frontier orbital gap comes out at 9.53 eV. The calculation puts the HOMO energy at -8.688 eV. The spin multiplicity is 1.

<ii>
A 2-piece molecular cluster, C6H17NO2 overall, computed with the ωB97M-V functional and the def2-TZVPD basis.

Each line ends with the natural charge from an NBO analysis.
Positions of all 26 atoms, in Å:
O  -0.467  -1.866  2.857  -0.9162
O  2.501  1.702  1.109  -0.7538
N  -0.122  0.355  -0.299  -0.6895
C  -1.937  -2.106  -0.345  -0.6298
C  -0.319  -2.149  -0.402  -0.4399
C  1.141  2.086  0.912  -0.0626
C  0.391  -0.915  -1.014  -0.2207
C  0.795  1.483  -0.559  -0.0442
C  -0.014  2.550  -1.339  -0.6187
H  0.218  -0.816  -2.119  0.1726
H  0.438  1.566  1.533  0.1744
H  0.630  3.350  -1.310  0.2047
H  1.708  1.277  -1.149  0.2046
H  -0.001  -3.063  -1.009  0.2030
H  -0.225  -1.171  2.299  0.4679
H  -1.125  -1.538  3.300  0.4504
H  -1.071  0.342  -0.505  0.3680
H  -0.846  2.724  -0.630  0.1994
H  1.568  -0.932  -0.884  0.1980
H  -0.155  2.092  -2.282  0.2095
H  -2.240  -1.167  -0.881  0.1911
H  -2.305  -2.321  0.717  0.2312
H  1.097  3.173  1.064  0.1761
H  -0.017  -2.522  0.623  0.2312
H  2.707  0.735  1.338  0.4798
H  -2.349  -2.870  -1.027  0.2135

The total charge is 0. The frontier orbital gap comes out at 9.50 eV. The calculation puts the HOMO energy at -8.694 eV. The spin multiplicity is 1.

Relative to the most stable one, in kJ/mol, the structures come out at <i> 62.2; <ii> 0.0.

<i>
A single C5H7Cl2P molecule, computed with the ωB97M-V functional and the def2-TZVPD basis.

Each line ends with the natural charge from an NBO analysis.
Positions of all 15 atoms, in Å:
Cl  0.956  4.796  1.642  -0.2727
Cl  2.724  -1.530  -0.650  -0.0554
P  -0.215  3.658  0.585  0.6871
C  0.397  2.098  0.932  -0.6087
C  -0.230  -1.437  -0.517  -0.6574
C  0.479  -0.231  -0.043  -0.0128
C  -0.336  0.981  0.287  -0.4874
C  1.800  -0.168  -0.008  -0.2145
H  -1.165  -1.348  -1.163  0.2226
H  0.406  -2.055  -1.065  0.2398
H  -0.818  1.391  -0.585  0.2268
H  -1.261  0.561  0.827  0.2253
H  -0.405  -2.076  0.291  0.2304
H  2.529  0.628  0.316  0.2401
H  1.010  1.956  1.848  0.2367

The total charge is 0. The frontier orbital gap comes out at 8.75 eV. The calculation puts the HOMO energy at -9.003 eV. The spin multiplicity is 1.

<ii>
A single C5H7Cl2P molecule, computed with the ωB97M-V functional and the def2-TZVPD basis.

Each line ends with the natural charge from an NBO analysis.
Positions of all 15 atoms, in Å:
Cl  -0.114  2.952  -1.314  -0.2979
Cl  -1.986  1.448  2.055  -0.1689
P  0.778  2.110  0.283  0.8378
C  0.732  -0.546  -0.635  -0.4282
C  -0.492  0.911  0.736  -0.2155
C  -0.440  -0.327  0.283  -0.0175
C  1.669  0.673  -0.543  -0.6975
C  -1.396  -1.424  0.587  -0.6496
H  -0.953  -2.395  0.379  0.2183
H  2.035  0.986  -1.520  0.2451
H  -2.295  -1.314  -0.017  0.2417
H  -1.694  -1.368  1.629  0.2467
H  2.534  0.436  0.076  0.2340
H  0.364  -0.685  -1.654  0.2282
H  1.258  -1.457  -0.345  0.2232

The total charge is 0. The frontier orbital gap comes out at 9.86 eV. The calculation puts the HOMO energy at -9.415 eV. The spin multiplicity is 1.

Relative to the most stable one, in kJ/mol, the structures come out at <i> 126.7; <ii> 0.0.

<i>
C3H5N2O as an isolated structure, computed with the ωB97M-V functional and the def2-TZVPD basis.

Each line ends with the natural charge from an NBO analysis.
Positions of all 11 atoms, in Å:
O  -3.321  -0.794  -1.601  -0.3666
N  0.722  1.158  -0.809  -0.5921
N  0.049  0.267  -0.096  -0.0620
C  -1.133  -0.099  0.263  0.0249
C  0.002  -1.011  0.550  -0.1806
C  -2.356  -0.993  -1.089  0.5711
H  0.419  -1.145  1.486  0.2299
H  0.146  1.888  -1.228  0.4235
H  -0.046  -1.850  -0.114  0.2034
H  1.752  1.033  -1.106  0.4547
H  -1.798  0.332  1.034  0.2939

The total charge is +1. The frontier orbital gap (spin up / spin down) comes out at 8.59 / 8.59 eV. The calculation puts the HOMO energy (spin up / spin down) at -14.002 / -14.001 eV. The spin multiplicity is 1.

<ii>
An isolated ion of composition C3H5N2O and charge +1, computed with the ωB97M-V functional and the def2-TZVPD basis.

Each line ends with the natural charge from an NBO analysis.
Positions of all 11 atoms, in Å:
O  0.307  0.554  2.564  -0.2965
N  -0.304  1.672  0.703  0.0423
N  -0.667  2.705  0.808  0.4552
C  0.592  -0.589  0.031  -0.4763
C  -0.414  -0.768  -1.096  -0.5982
C  0.216  0.478  0.995  0.5537
H  1.383  -0.066  -0.618  0.3043
H  0.056  -1.365  -1.824  0.2586
H  0.852  -1.324  0.688  0.2883
H  -1.279  -1.430  -0.755  0.2501
H  -0.742  0.132  -1.496  0.2184

The total charge is +1. The frontier orbital gap (spin up / spin down) comes out at 8.23 / 8.27 eV. The calculation puts the HOMO energy (spin up / spin down) at -16.884 / -16.929 eV. The spin multiplicity is 1.

<iii>
An isolated ion of composition C3H5N2O and charge +1, computed with the ωB97M-V functional and the def2-TZVPD basis.

Each line ends with the natural charge from an NBO analysis.
Positions of all 11 atoms, in Å:
O  1.285  -1.062  -0.752  -0.5234
N  0.737  1.047  -0.827  -0.3511
N  -0.788  0.289  0.663  -0.4946
C  1.680  0.037  -0.571  0.5091
C  -0.379  1.120  -0.370  0.2701
C  -1.097  -0.989  0.486  0.1802
H  -1.294  -1.374  -0.539  0.2577
H  -0.536  0.519  1.683  0.4671
H  2.822  0.363  -0.241  0.1959
H  -1.170  1.730  -0.881  0.2314
H  -1.260  -1.681  1.348  0.2576

The total charge is +1. The frontier orbital gap comes out at 9.03 eV. The calculation puts the HOMO energy at -15.070 eV. The spin multiplicity is 1.

<iv>
An isolated ion of composition C3H5N2O and charge +1, computed with the ωB97M-V functional and the def2-TZVPD basis.

Each line ends with the natural charge from an NBO analysis.
Positions of all 11 atoms, in Å:
O  0.183  -1.554  -0.223  -0.2742
N  -1.842  -0.627  -0.055  -0.4749
N  0.184  0.408  -0.086  0.0084
C  -1.092  0.430  0.034  0.2777
C  -1.030  -1.707  -0.187  0.4870
C  1.452  1.039  0.017  -0.4591
H  -1.611  -2.683  -0.129  0.2853
H  1.691  1.104  1.053  0.2534
H  -1.634  1.152  0.489  0.3008
H  2.214  0.421  -0.378  0.3005
H  1.486  2.016  -0.535  0.2950

The total charge is +1. The frontier orbital gap (spin up / spin down) comes out at 8.09 / 8.09 eV. The calculation puts the HOMO energy (spin up / spin down) at -16.219 / -16.220 eV. The spin multiplicity is 1.

Relative to the most stable one, in kJ/mol, the structures come out at <i> 214.2; <ii> 363.3; <iii> 0.0; <iv> 175.6.

<i>
A 3-piece molecular cluster, C5H10O3 overall, computed with the ωB97M-V functional and the def2-TZVPD basis.

Each line ends with the natural charge from an NBO analysis.
Positions of all 18 atoms, in Å:
O  2.802  -0.178  0.238  -0.7721
O  2.060  -1.968  -1.054  -0.7375
O  -3.268  -0.350  -1.044  -0.7134
C  -0.103  0.454  0.322  0.0800
C  0.310  1.399  1.335  -0.7137
C  -0.420  -0.373  -0.502  -0.2450
C  -2.720  0.043  0.169  -0.0902
C  2.018  -0.593  -0.838  0.3735
H  -2.866  -0.719  0.924  0.1496
H  1.386  1.287  1.488  0.2676
H  -2.918  1.069  0.476  0.1340
H  -0.699  -1.078  -1.252  0.2529
H  0.097  2.425  1.029  0.2366
H  1.764  -2.404  -0.245  0.4770
H  2.241  -0.091  -1.781  0.1177
H  -3.195  0.376  -1.673  0.4730
H  -0.205  1.200  2.278  0.2369
H  3.716  -0.500  0.130  0.4732

The total charge is 0. The frontier orbital gap (spin up / spin down) comes out at 7.24 / 7.63 eV. The calculation puts the HOMO energy (spin up / spin down) at -6.500 / -6.847 eV. The spin multiplicity is 1.

<ii>
A single C5H10O3 molecule, computed with the ωB97M-V functional and the def2-TZVPD basis.

Each line ends with the natural charge from an NBO analysis.
Positions of all 18 atoms, in Å:
O  -1.899  1.660  -0.274  -0.7008
O  2.198  -0.842  -0.737  -0.6934
O  0.173  -2.452  0.775  -0.7007
C  -1.122  -0.385  0.381  -0.4652
C  -0.767  1.059  0.235  0.0907
C  0.466  0.943  -0.688  -0.4576
C  1.216  -0.187  -0.050  0.0716
C  0.027  -1.230  -0.003  0.0834
H  -1.552  -0.719  1.387  0.2104
H  0.098  0.639  -1.707  0.2179
H  -2.088  -0.403  -0.224  0.2467
H  0.988  1.907  -0.790  0.2061
H  3.003  -0.237  -0.900  0.4686
H  -0.116  -1.675  -1.006  0.1960
H  -1.679  2.630  -0.395  0.4700
H  0.004  -2.189  1.820  0.4493
H  -0.441  1.433  1.213  0.1545
H  1.491  0.045  0.962  0.1525

The total charge is 0. The frontier orbital gap comes out at 10.59 eV. The calculation puts the HOMO energy at -9.896 eV. The spin multiplicity is 1.

<iii>
A 2-piece molecular cluster, C5H10O3 overall, computed with the ωB97M-V functional and the def2-TZVPD basis.

Each line ends with the natural charge from an NBO analysis.
Positions of all 18 atoms, in Å:
O  2.208  -0.018  1.046  -0.5286
O  1.276  0.296  -2.369  -0.7224
O  -1.384  0.166  -1.692  -0.5639
C  -1.410  0.576  0.673  -0.5240
C  -1.596  -0.228  -0.571  0.4711
C  1.669  -0.453  -1.259  -0.1831
C  2.038  0.395  -0.067  0.4191
C  -1.007  -0.261  1.881  -0.6129
H  -2.383  1.044  0.866  0.2410
H  -1.999  -1.245  -0.398  0.1118
H  2.586  -0.992  -1.549  0.2122
H  -0.999  0.358  2.776  0.2240
H  -1.703  -1.079  2.029  0.2043
H  2.156  1.467  -0.320  0.1108
H  0.928  -1.214  -0.966  0.1835
H  -0.008  -0.674  1.750  0.2312
H  0.324  0.483  -2.323  0.4995
H  -0.695  1.381  0.492  0.2264

The total charge is 0. The frontier orbital gap comes out at 10.40 eV. The calculation puts the HOMO energy at -9.794 eV. The spin multiplicity is 1.

Relative to the most stable one, in kJ/mol, the structures come out at <i> 583.1; <ii> 49.4; <iii> 0.0.

<i>
C8H12N3 as an isolated structure, computed with the ωB97M-V functional and the def2-TZVPD basis.

Each line ends with the natural charge from an NBO analysis.
Positions of all 23 atoms, in Å:
N  0.519  -0.980  -0.398  -0.4297
N  1.450  0.126  0.022  0.0613
N  0.818  1.306  -0.313  -0.4693
C  -0.784  -0.570  -0.280  0.0427
C  2.643  -0.089  -0.919  -0.3981
C  1.943  0.096  1.438  -0.4388
C  -3.161  0.654  -0.047  -0.2114
C  -0.972  0.747  -0.228  0.1882
C  -3.066  -0.734  0.018  -0.1697
C  -1.903  -1.450  0.001  -0.2081
C  -2.113  1.474  -0.050  -0.2327
H  3.384  -0.640  -0.505  0.2285
H  3.136  0.914  -0.926  0.2357
H  2.481  -0.827  1.623  0.2351
H  -1.926  2.577  -0.256  0.2729
H  2.401  -0.485  -1.868  0.2542
H  -4.076  -1.261  0.139  0.2464
H  -1.770  -2.501  0.082  0.2409
H  0.685  -1.872  0.094  0.3987
H  1.163  -0.085  2.184  0.2521
H  0.894  1.451  -1.370  0.3826
H  -4.207  1.053  -0.024  0.2483
H  2.458  1.094  1.585  0.2702

The total charge is +1. The frontier orbital gap comes out at 9.85 eV. The calculation puts the HOMO energy at -12.663 eV. The spin multiplicity is 1.

<ii>
An isolated ion of composition C8H12N3 and charge +1, computed with the ωB97M-V functional and the def2-TZVPD basis.

Each line ends with the natural charge from an NBO analysis.
Positions of all 23 atoms, in Å:
N  0.594  1.583  0.186  -0.2032
N  2.466  -0.902  -0.889  -0.8307
N  1.878  1.245  0.126  -0.3976
C  -0.341  2.292  -0.352  0.1060
C  -2.209  -1.763  -0.342  -0.6505
C  -2.121  0.600  0.197  -0.0859
C  1.125  -0.986  1.101  -0.1972
C  -0.173  -0.750  0.839  0.0291
C  -1.409  -0.667  0.346  -0.0750
C  2.206  -0.210  0.333  0.0762
C  -1.658  1.864  -0.048  -0.2628
H  -3.101  0.362  0.107  0.2246
H  -0.025  3.096  -0.913  0.2290
H  2.115  -1.822  -0.769  0.3844
H  2.522  1.750  -0.450  0.4098
H  2.955  -0.269  1.139  0.2104
H  -2.287  2.696  -0.262  0.2460
H  1.389  -1.580  1.850  0.2394
H  0.205  0.765  0.722  0.4090
H  -2.968  -2.336  0.226  0.2604
H  -2.917  -1.496  -1.197  0.2451
H  3.384  -0.937  -1.307  0.3969
H  -1.632  -2.539  -0.643  0.2366

The total charge is +1. The frontier orbital gap comes out at 8.18 eV. The calculation puts the HOMO energy at -12.754 eV. The spin multiplicity is 1.

Relative to the most stable one, in kJ/mol, the structures come out at <i> 0.0; <ii> 100.8.

<i>
A single C6H10N4 molecule, computed with the ωB97M-V functional and the def2-TZVPD basis.

Each line ends with the natural charge from an NBO analysis.
Positions of all 20 atoms, in Å:
N  -1.111  1.676  1.169  -0.5089
N  1.973  0.349  -0.545  -0.4660
N  1.081  2.395  1.126  -0.6981
N  0.599  0.353  -0.169  -0.2478
C  -0.345  -0.332  -0.695  0.1174
C  -1.977  0.771  0.695  0.1522
C  2.736  -0.406  0.429  -0.4264
C  0.166  1.583  0.889  0.5636
C  -2.637  -1.215  -0.707  -0.6102
C  -1.642  -0.236  -0.226  -0.2525
H  -2.181  -1.810  -1.603  0.2071
H  2.134  0.080  -1.544  0.3783
H  2.544  -1.526  0.248  0.1634
H  -2.810  -2.072  0.109  0.2126
H  3.857  -0.277  0.313  0.2188
H  -3.553  -0.730  -1.095  0.2230
H  -0.111  -1.109  -1.351  0.1915
H  2.322  -0.406  1.381  0.2280
H  1.943  2.197  0.562  0.3644
H  -2.989  0.717  1.013  0.1894

The total charge is 0. The frontier orbital gap comes out at 7.95 eV. The calculation puts the HOMO energy at -7.673 eV. The spin multiplicity is 1.

<ii>
A 2-piece molecular cluster, C6H10N4 overall, computed with the ωB97M-V functional and the def2-TZVPD basis.

Each line ends with the natural charge from an NBO analysis.
Positions of all 20 atoms, in Å:
N  -0.068  -2.113  0.436  -0.4353
N  0.991  -2.253  1.332  -0.6492
N  1.722  0.747  -1.420  -0.2996
N  2.133  0.675  -0.270  -0.3377
C  -0.287  0.199  1.090  -0.2595
C  -1.282  1.780  -0.393  -0.2533
C  -1.788  0.756  -1.250  -0.2069
C  -0.608  1.489  0.793  -0.1982
C  -1.284  -0.496  -1.014  -0.2696
C  -0.570  -0.833  0.192  0.1622
H  -2.133  1.072  -2.159  0.2103
H  0.279  0.023  1.991  0.2100
H  0.642  -2.539  2.217  0.3460
H  -1.532  2.789  -0.706  0.2079
H  -0.367  2.374  1.375  0.2188
H  1.538  -1.365  1.556  0.3455
H  0.133  -2.569  -0.501  0.3613
H  -1.400  -1.230  -1.712  0.2021
H  3.142  0.757  -0.065  0.3149
H  0.738  0.738  -1.493  0.3305

The total charge is 0. The frontier orbital gap comes out at 8.73 eV. The calculation puts the HOMO energy at -7.928 eV. The spin multiplicity is 1.

Relative to the most stable one, in kJ/mol, the structures come out at <i> 0.0; <ii> 25.1.